No. 1
ORCA calculation (wB97M-V/def2-TZVPD) on a molecular structure, C15H32N3O2PRuSi at a distorted geometry.

Its electronic energy is -44382.8873 eV. The value obtained for the molar mass is 446.57 g/mol. Its expectation value of S² is 6.047. The multiplicity is 5. The LUMO energy (alpha / beta) comes out at 0.0145 / 0.0022 Ha. The energy above the lowest of the compared OMol25 structures with the same formula, charge and spin is 57.5 kJ/mol. The calculation puts the gap between HOMO and LUMO (alpha / beta) at 5.79 / 7.13 eV.

CARTESIAN COORDINATES (ANGSTROEM)
Ru: -0.02135 -0.39613 -0.26199
Si: -1.55936 -2.12826 -0.35366
P: 0.75596 -0.74282 -2.37466
N: -0.38098 1.36106 -0.23448
H: -1.41424 -0.52585 0.70724
C: 2.09272 0.28049 -3.08983
H: 2.25239 0.08206 -4.16199
H: 3.01642 0.10503 -2.52826
H: 1.81858 1.33560 -2.96126
C: 1.23203 -2.46511 -2.86252
H: 1.47123 -2.52072 -3.93815
H: 0.38658 -3.12975 -2.63592
H: 2.10071 -2.77527 -2.26298
C: -0.64336 -0.31115 -3.51391
H: -0.39788 -0.62480 -4.54507
H: -0.79019 0.77981 -3.44343
H: -1.54393 -0.82637 -3.14267
C: -0.82334 -3.46563 0.77384
H: -0.34236 -3.11016 1.70483
H: -0.12948 -4.09890 0.18991
H: -1.80050 -3.94690 0.97292
H: -2.79833 -1.39951 0.10858
H: -1.34972 -2.48280 -1.88936
C: -1.34965 2.19384 -0.66378
C: -1.98945 4.45148 -1.31098
C: -1.02304 3.58266 -0.83387
C: -2.64965 1.71508 -0.98130
C: -3.60322 2.59324 -1.47390
C: -3.26888 3.95247 -1.62523
H: -1.73730 5.51204 -1.44638
H: 0.00856 3.83982 -0.58811
H: -2.81819 0.63608 -0.83246
H: -4.59317 2.22526 -1.74364
H: -4.03078 4.62341 -2.01151
C: 3.53321 -1.24489 0.63176
O: 2.87416 -0.58441 -0.22750
C: 3.74063 -0.58550 1.97844
H: 4.30922 -1.13015 2.74191
H: 2.69356 -0.36991 2.32494
H: 4.28364 0.36215 1.89264
C: 3.52457 -2.76990 0.60212
H: 4.26348 -3.25003 -0.02421
H: 2.51590 -3.04168 0.26501
H: 3.67685 -3.17954 1.59966
C: -1.87629 0.17339 4.80170
N: -0.99439 1.18678 4.23782
C: -0.37316 1.07201 3.03609
N: 0.43129 2.12002 2.61484
O: -0.49480 0.01545 2.34683
H: -2.12838 -0.61979 4.07464
H: -2.80762 0.64322 5.14561
H: -1.40533 -0.30866 5.67142
H: -0.75279 2.01080 4.78101
H: 0.55311 2.20076 1.62126
H: 0.35631 2.98060 3.13800

Forces on atoms 1 to 6 (eV/Å):
Ru 1.48 -1.38 2.37
Si 0.82 0.78 -0.94
P -0.20 -0.23 -1.42
N -0.64 3.24 -0.53
H 0.87 -0.21 -1.00
C 0.21 0.11 -0.02

Mulliken population analysis, charges in e, atoms 1 to 5: number 1, Ru, carries 0.202; number 2, Si, carries 0.434; number 3, P, carries 0.943; number 4, N, carries -0.503; number 5, H, carries 0.131

***

No. 2
ORCA calculation (wB97M-V/def2-TZVPD) on 6 unconnected molecules or ions with the total composition C15H32NO18S3 at a distorted geometry.

Its electronic energy is -86913.5572 eV. As for the net charge: -1. The value obtained for the molar mass is 610.61 g/mol. The LUMO energy comes out at 0.0764 Ha. The energy above the lowest of the compared OMol25 structures with the same formula, charge and spin is 174.4 kJ/mol. The calculation puts the gap between HOMO and LUMO at 7.74 eV.

CARTESIAN COORDINATES (ANGSTROEM)
N: -0.39803 -0.74520 -0.64764
O: 0.67197 -0.59220 -1.26664
O: -1.09903 -1.69520 -1.03464
O: -0.79803 -0.12320 0.40536
O: -4.21303 -1.68820 2.72736
S: -4.91503 -0.61120 3.31836
O: -4.53503 -0.23320 4.67336
O: -4.85503 0.67680 2.38636
C: -3.67503 0.93680 1.73136
C: -3.72503 2.33080 0.94236
C: -6.56003 -0.96020 3.48636
H: -3.40203 0.15780 1.11236
H: -2.87603 1.27080 2.52736
H: -2.63803 2.74180 0.67036
H: -4.27103 2.87880 1.51036
H: -4.01503 2.32080 -0.22864
H: -7.03703 -0.15520 4.02836
H: -6.67803 -1.95220 4.12036
H: -6.84303 -1.09020 2.41836
O: 0.98197 1.55380 5.95636
S: 0.98397 1.37380 4.56836
O: 1.74297 2.19080 3.69136
O: 1.63597 -0.13320 4.41836
C: 3.02097 -0.32020 4.40736
C: 3.33897 -1.75720 4.55836
C: -0.73303 1.18880 3.86836
H: 3.30997 0.22880 5.26436
H: 3.30797 -0.01420 3.41636
H: 4.37097 -1.91620 4.49036
H: 2.77697 -2.21420 3.88036
H: 3.03397 -2.08920 5.57936
H: -1.21003 2.20580 4.10236
H: -1.10803 0.30080 4.52336
H: -0.69603 1.24380 2.83136
O: 4.03597 0.05580 -4.19564
S: 3.29197 1.25380 -4.37464
O: 3.12497 2.12480 -3.22164
O: 3.99997 2.21480 -5.54064
C: 5.34697 2.51280 -5.29664
C: 5.94697 3.26280 -6.47664
C: 1.65897 0.77380 -4.85864
H: 6.03297 1.97080 -5.02464
H: 5.21897 3.30980 -4.34064
H: 6.21597 2.65580 -7.01364
H: 6.61097 3.88380 -6.37364
H: 5.32497 3.88180 -7.03764
H: 1.19797 0.32680 -3.93864
H: 1.85397 -0.00720 -5.52564
H: 1.07597 1.64480 -5.12764
C: -5.01903 -1.83120 -2.41264
C: -4.95003 -1.86820 -0.89764
O: -5.42303 -0.58120 -0.52464
C: -5.87003 0.09080 -1.56864
O: -6.43603 1.15780 -1.45464
O: -5.61403 -0.59620 -2.70964
H: -5.62203 -2.58220 -2.62364
H: -4.08903 -1.94820 -2.90364
H: -3.91903 -2.13420 -0.53964
H: -5.57903 -2.67820 -0.34464
C: 3.55297 -1.81120 -1.26964
C: 3.19997 -1.86720 0.23136
O: 4.18497 -2.82420 0.73636
C: 5.02097 -3.13520 -0.26564
O: 6.02497 -3.87020 -0.07764
O: 4.83997 -2.45420 -1.35764
H: 3.68197 -0.79020 -1.57864
H: 2.79797 -2.44620 -1.66964
H: 2.16997 -2.14920 0.61336
H: 3.21397 -0.85620 0.52636

Forces on atoms 1 to 6 (eV/Å):
N -1.07 -1.56 1.15
O 0.51 1.63 0.81
O -1.03 -0.20 -0.24
O 1.51 0.15 -1.78
O 0.28 -0.72 -1.03
S 2.39 1.17 3.44

Mulliken population analysis, charges in e, atoms 1 to 5: number 1, N, carries 0.847; number 2, O, carries -0.591; number 3, O, carries -0.648; number 4, O, carries -0.576; number 5, O, carries -0.614

***

No. 3
ORCA calculation (wB97M-V/def2-TZVPD) on a molecular structure, C15H32NO2PSSiSn at a distorted geometry.

Its electronic energy is -55487.7376 eV. The value obtained for the molar mass is 468.26 g/mol. The LUMO energy (alpha / beta) comes out at -0.0111 / -0.0111 Ha. The energy above the lowest of the compared OMol25 structures with the same formula, charge and spin is 0.0 kJ/mol. The calculation puts the gap between HOMO and LUMO (alpha / beta) at 4.86 / 4.86 eV.

CARTESIAN COORDINATES (ANGSTROEM)
Sn: -0.21752 0.08407 0.33574
Si: -1.31433 -1.02214 -1.78208
P: 0.13055 -2.50622 0.95385
N: 1.81801 0.27695 0.26343
H: -1.75627 1.01934 0.99081
C: 0.77143 -2.56731 2.64575
H: 0.86327 -3.61680 2.95793
H: 0.10211 -2.02853 3.32460
H: 1.75442 -2.08044 2.65924
C: -1.37244 -3.53902 1.00528
H: -1.07992 -4.50592 1.44340
H: -1.77756 -3.69236 -0.00519
H: -2.13641 -3.06180 1.63971
C: 1.37763 -3.42508 -0.00118
H: 1.46031 -4.42981 0.44022
H: 2.34392 -2.90542 0.07771
H: 1.08695 -3.49963 -1.05698
C: -3.19418 -0.92599 -1.82781
H: -3.56016 0.02224 -1.41570
H: -3.65240 -1.75399 -1.27247
H: -3.51156 -0.99495 -2.87846
H: -0.82084 -0.30368 -2.99863
H: -0.95722 -2.47039 -1.92120
C: 2.79388 0.16926 -0.59340
C: 5.23246 0.52222 -0.92182
C: 4.09452 0.63512 -0.14029
C: 2.76301 -0.39503 -1.93733
C: 3.91246 -0.51059 -2.69055
C: 5.14888 -0.05674 -2.20770
H: 6.18498 0.88533 -0.53235
H: 4.11881 1.07090 0.86404
H: 1.79233 -0.73868 -2.31381
H: 3.86619 -0.96373 -3.68775
H: 6.05146 -0.14582 -2.81698
C: -1.86792 0.66493 2.19515
O: -0.62779 0.07305 2.42433
C: -1.99902 1.88230 3.09360
H: -3.03154 2.25943 3.10876
H: -1.32702 2.68827 2.76381
H: -1.70264 1.58940 4.11513
C: -3.07046 -0.27604 2.17970
H: -2.97334 -1.10023 2.90776
H: -3.23781 -0.69573 1.17062
H: -3.96410 0.32452 2.40331
C: -0.20869 3.99971 -2.52474
S: -0.06323 3.69491 -0.77156
C: -1.59975 4.39922 -0.19599
O: -0.30297 2.18089 -0.65816
H: -0.07181 5.07544 -2.68531
H: -1.19092 3.65189 -2.86175
H: 0.58729 3.43303 -3.01871
H: -2.41666 4.01346 -0.81593
H: -1.74259 4.10952 0.85198
H: -1.50579 5.48666 -0.28202

Forces on atoms 1 to 6 (eV/Å):
Sn 4.60 -1.83 -0.71
Si -0.67 0.69 -0.18
P 0.17 0.51 0.25
N -3.13 -0.07 2.23
H -2.00 0.78 2.31
C 0.07 -0.40 0.25

Mulliken population analysis, charges in e, atoms 1 to 5: number 1, Sn, carries 0.908; number 2, Si, carries 0.749; number 3, P, carries 0.654; number 4, N, carries -0.730; number 5, H, carries -0.257

***

No. 4
ORCA calculation (wB97M-V/def2-TZVPD) on a molecular structure, C15H32NO2PSSiTc at a distorted geometry.

Its electronic energy is -51856.2174 eV. The value obtained for the molar mass is 447.55 g/mol. Its expectation value of S² is 3.789. The multiplicity is 4. The LUMO energy (alpha / beta) comes out at 0.0099 / -0.0421 Ha. The energy above the lowest of the compared OMol25 structures with the same formula, charge and spin is 0.0 kJ/mol. The calculation puts the gap between HOMO and LUMO (alpha / beta) at 6.77 / 6.05 eV.

CARTESIAN COORDINATES (ANGSTROEM)
Tc: -0.19153 0.34714 0.20052
Si: -0.63812 1.45280 -1.68020
P: -1.28813 -1.51012 -0.81585
N: 1.52843 -0.18170 -0.13837
H: -2.79445 -0.52327 1.80495
C: -1.52885 -2.97654 0.27041
H: -2.22929 -3.69250 -0.18229
H: -1.92183 -2.64838 1.24015
H: -0.55674 -3.46569 0.41331
C: -2.98568 -1.30484 -1.47413
H: -3.30072 -2.25736 -1.91272
H: -2.99110 -0.53080 -2.24477
H: -3.67962 -1.02596 -0.67506
C: -0.41592 -2.28664 -2.20981
H: -1.06058 -3.04331 -2.66311
H: 0.49741 -2.76212 -1.84501
H: -0.15631 -1.53529 -2.95496
C: -2.01710 2.72187 -1.74464
H: -1.98359 3.38913 -0.87114
H: -3.01042 2.25852 -1.81932
H: -1.80108 3.29002 -2.66288
H: 0.62609 2.23694 -1.79143
H: -0.81483 0.73312 -2.95954
C: 2.62500 -0.68649 -0.69034
C: 4.61109 -2.04486 -0.59206
C: 3.45463 -1.61282 0.01466
C: 2.91299 -0.35901 -2.04450
C: 4.07133 -0.83667 -2.61783
C: 4.92142 -1.68338 -1.90785
H: 5.28064 -2.68131 -0.03265
H: 3.12447 -1.94122 1.00479
H: 2.16995 0.25868 -2.55890
H: 4.28745 -0.53610 -3.63477
H: 5.81571 -2.06432 -2.39470
C: -2.62198 0.53060 1.91027
O: -1.81627 1.23263 0.99310
C: -2.09625 0.75695 3.32333
H: -2.83895 1.27091 3.93504
H: -1.16737 1.33211 3.35881
H: -1.93099 -0.20585 3.81620
C: -4.04503 0.95374 1.60454
H: -4.66790 0.43392 2.33364
H: -4.40574 0.74861 0.58354
H: -4.03241 2.01957 1.76027
C: 2.24303 2.65412 0.74420
S: 0.98923 1.92871 1.76777
C: 1.88014 0.80870 2.81850
O: 0.31159 2.96302 2.57681
H: 2.96927 1.87632 0.51111
H: 2.73078 3.49001 1.24637
H: 1.78264 3.00345 -0.17809
H: 1.36431 0.69967 3.77012
H: 1.89234 -0.14545 2.29446
H: 2.89884 1.15078 3.00005

Forces on atoms 1 to 6 (eV/Å):
Tc 0.38 -0.84 2.57
Si -0.80 1.76 -2.30
P -0.36 -0.66 -0.32
N -0.89 -0.63 0.42
H 1.30 -1.46 -0.71
C 0.16 0.18 0.22

Mulliken population analysis, charges in e, atoms 1 to 5: number 1, Tc, carries 0.012; number 2, Si, carries 1.035; number 3, P, carries 1.057; number 4, N, carries -0.172; number 5, H, carries -0.136

***

> Which of these has the highest molar mass?

C15H32NO18S3

***

> Which of these has the highest energy above the lowest of the compared OMol25 structures with the same formula, charge and spin?

C15H32NO18S3

***

> Look up the electronic energy of the first one.

-44382.8873 eV

***

> Which formula does entry 2 have?

C15H32NO18S3